(1)
Here is 3 unconnected molecules or ions with the total composition C31H60BF5N3O4 from the OMol25 dataset. Energies are from the ωB97M-V functional and the def2-TZVPD basis.

Summary:
* multiplicity: 3
* energy: -2206.33720 a.u.
* gap between HOMO and LUMO (spin up / spin down): 0.241 / 0.286 hartree
* expectation value of S²: 2.01
* HOMO level (spin up / spin down): -9.6 / -10.8 eV
* largest force on an atom: 0.9 eV/A
* charge: +1

```
104
C31H60BF5N3O4, DFT the ωB97M-V functional and the def2-TZVPD basis
C 2.996 -0.719 0.752
C 3.216 0.513 -0.155
C 3.352 0.206 -1.664
C 2.159 0.700 -2.491
C 0.909 -0.133 -2.201
C -0.374 0.525 -2.735
C -1.554 -0.442 -2.747
C -1.588 -1.272 -4.026
O -2.835 -1.917 -4.283
C -3.746 -1.965 -3.230
C -3.325 -2.951 -2.083
F -2.134 -3.532 -2.375
F -3.168 -2.278 -0.895
C -4.368 -4.056 -1.841
F -5.542 -3.481 -1.536
F -4.008 -4.836 -0.842
F -4.528 -4.770 -2.941
C -4.088 -0.564 -2.729
N -2.844 0.311 -2.565
B -2.973 1.051 -1.196
C -2.311 0.547 0.105
O -3.705 2.197 -1.230
H 2.005 -0.713 1.217
H 3.726 -0.752 1.563
H 3.110 -1.655 0.195
H 2.382 1.208 -0.008
H 4.117 1.030 0.182
H 4.278 0.649 -2.037
H 3.435 -0.878 -1.797
H 2.393 0.659 -3.560
H 1.947 1.742 -2.216
H 1.019 -1.137 -2.627
H 0.808 -0.250 -1.115
H -0.191 0.915 -3.743
H -0.601 1.388 -2.096
H -1.453 -1.102 -1.883
H -1.376 -0.644 -4.898
H -0.804 -2.031 -3.955
H -4.675 -2.359 -3.660
H -4.741 -0.076 -3.457
H -4.625 -0.609 -1.777
H -2.881 1.020 -3.299
H -3.047 -0.013 0.693
H -1.429 -0.086 -0.017
H -2.025 1.426 0.694
H -4.514 2.186 -1.755
C 9.669 -2.688 0.705
C 8.181 -2.686 1.101
C 7.700 -4.101 1.435
C 7.556 -5.005 0.211
C 6.674 -4.353 -0.852
C 7.143 -2.950 -1.245
N 7.315 -2.142 0.005
O 6.213 -1.622 0.428
C 8.430 -3.016 -2.078
C 6.083 -2.252 -2.082
C 8.017 -1.778 2.313
H 9.984 -3.603 0.208
H 9.903 -1.844 0.055
H 10.281 -2.591 1.601
H 6.731 -4.030 1.940
H 8.400 -4.536 2.152
H 8.537 -5.251 -0.204
H 7.112 -5.953 0.517
H 6.639 -4.969 -1.754
H 5.650 -4.286 -0.470
H 8.837 -2.017 -2.237
H 8.197 -3.444 -3.053
H 9.206 -3.635 -1.639
H 5.125 -2.245 -1.571
H 5.961 -2.772 -3.034
H 6.369 -1.219 -2.287
H 8.302 -0.753 2.073
H 8.669 -2.142 3.107
H 6.996 -1.772 2.683
C -6.990 5.998 2.661
C -5.691 5.179 2.546
C -5.641 4.402 1.229
C -6.598 3.209 1.185
C -6.394 2.290 2.389
C -6.469 3.023 3.730
N -5.542 4.198 3.668
O -4.315 3.884 3.908
C -7.911 3.439 4.051
C -5.992 2.111 4.853
C -4.519 6.150 2.619
H -7.841 5.534 2.167
H -7.251 6.171 3.704
H -6.847 6.971 2.193
H -4.618 4.040 1.077
H -5.857 5.092 0.409
H -7.635 3.548 1.131
H -6.420 2.640 0.267
H -7.135 1.487 2.392
H -5.409 1.815 2.310
H -7.936 4.078 4.934
H -8.495 2.544 4.268
H -8.415 3.956 3.241
H -5.003 1.706 4.657
H -6.694 1.283 4.953
H -5.957 2.650 5.800
H -4.505 6.669 3.577
H -4.633 6.890 1.826
H -3.564 5.648 2.490
```

Here are the Löwdin charges for atoms 1 to 99, given in e: C -0.11; C -0.24; C -0.21; C -0.20; C -0.18; C -0.13; C -0.25; C -0.10; O -0.03; C -0.20; C -0.34; F 0.16; F 0.11; C -0.58; F 0.18; F 0.21; F 0.21; C 0.01; N 0.08; B -0.50; C 0.05; O 0.21; H 0.06; H 0.06; H 0.06; H 0.10; H 0.10; H 0.11; H 0.09; H 0.12; H 0.12; H 0.13; H 0.11; H 0.13; H 0.13; H 0.14; H 0.15; H 0.14; H 0.17; H 0.16; H 0.15; H 0.19; H 0.10; H 0.07; H 0.10; H 0.13; C -0.02; C -0.49; C -0.13; C -0.17; C -0.13; C -0.49; N -0.10; O -0.04; C -0.03; C -0.05; C -0.04; H 0.07; H 0.09; H 0.09; H 0.12; H 0.13; H 0.10; H 0.11; H 0.12; H 0.12; H 0.09; H 0.09; H 0.06; H 0.05; H 0.09; H 0.09; H 0.09; H 0.09; H 0.08; C -0.02; C -0.49; C -0.14; C -0.17; C -0.13; C -0.49; N -0.10; O -0.03; C -0.03; C -0.04; C -0.04; H 0.07; H 0.09; H 0.09; H 0.11; H 0.13; H 0.11; H 0.09; H 0.12; H 0.12; H 0.10; H 0.09; H 0.06; H 0.08

(2)
Here is 10 unconnected molecules or ions with the total composition C31H60F3O29 at a distorted geometry from the OMol25 dataset. Energies are from the ωB97M-V functional and the def2-TZVPD basis.

Summary:
* multiplicity: 1
* energy: -3698.74574 a.u.
* gap between HOMO and LUMO: 0.235 hartree
* energy above the lowest of the compared OMol25 structures with the same formula, charge and spin: 2.495 eV
* HOMO level: -4.2 eV
* largest force on an atom: 4.1 eV/A
* charge: -1

```
123
C31H60F3O29, DFT the ωB97M-V functional and the def2-TZVPD basis
C -26.267 23.963 -32.644
O -26.268 24.632 -31.338
O -25.811 24.830 -33.580
C -25.528 22.642 -32.475
F -25.500 22.036 -31.260
F -25.925 21.692 -33.345
F -24.181 22.858 -32.658
C -27.462 24.582 -30.599
C -27.159 25.307 -29.319
H -27.867 25.354 -28.490
H -26.139 25.037 -29.040
H -26.994 26.379 -29.482
H -27.662 23.539 -30.306
H -28.417 24.887 -31.040
H -27.314 23.726 -32.891
C -26.459 18.622 -30.936
O -26.773 19.084 -29.625
C -27.019 18.205 -28.661
O -27.317 17.035 -28.840
O -27.021 18.774 -27.486
C -27.577 18.141 -26.353
H -26.073 17.609 -30.830
H -25.729 19.255 -31.431
H -27.356 18.606 -31.554
H -28.661 18.058 -26.435
H -27.348 18.883 -25.589
H -27.132 17.165 -26.169
C -22.113 20.669 -30.902
O -20.961 20.658 -30.044
C -20.903 19.690 -29.135
O -21.680 18.793 -28.922
O -19.927 20.009 -28.278
C -19.717 19.302 -27.095
H -23.044 20.749 -30.344
H -22.016 19.738 -31.460
H -22.053 21.487 -31.617
H -20.568 18.680 -26.811
H -19.459 20.036 -26.336
H -18.938 18.545 -27.221
C -23.440 14.889 -31.802
O -23.906 16.246 -31.848
C -23.397 17.064 -32.762
O -22.645 16.687 -33.645
O -23.946 18.251 -32.687
C -23.656 19.171 -33.721
H -23.271 14.584 -32.837
H -24.315 14.391 -31.395
H -22.481 14.715 -31.318
H -22.624 19.517 -33.790
H -24.219 20.087 -33.546
H -23.950 18.772 -34.691
C -23.289 18.888 -26.091
O -24.391 19.760 -26.286
C -24.267 20.832 -27.032
O -23.288 21.161 -27.666
O -25.444 21.539 -26.920
C -25.692 22.665 -27.754
H -23.643 17.940 -25.687
H -22.597 19.299 -25.357
H -22.852 18.696 -27.071
H -26.696 23.032 -27.562
H -25.617 22.374 -28.804
H -24.970 23.472 -27.640
C -32.303 25.023 -38.020
O -31.886 24.656 -36.729
C -31.245 25.487 -35.934
O -31.182 26.695 -36.098
O -30.835 24.757 -34.946
C -29.774 25.276 -34.084
H -32.276 24.084 -38.576
H -31.542 25.563 -38.587
H -33.279 25.492 -37.907
H -30.015 26.200 -33.561
H -29.070 25.626 -34.840
H -29.440 24.447 -33.473
C -19.941 27.519 -31.122
O -20.298 26.402 -30.343
C -21.565 25.948 -30.395
O -22.360 26.169 -31.264
O -21.720 25.102 -29.368
C -22.847 24.215 -29.335
H -19.526 27.139 -32.062
H -19.154 28.151 -30.719
H -20.810 28.070 -31.485
H -23.723 24.613 -28.834
H -22.594 23.190 -29.060
H -23.045 23.986 -30.387
C -27.559 22.701 -36.233
O -28.860 22.598 -36.799
C -29.504 21.433 -36.619
O -29.015 20.514 -36.020
O -30.608 21.464 -37.396
C -31.494 20.359 -37.198
H -27.451 22.296 -35.230
H -27.326 23.764 -36.201
H -26.832 22.275 -36.928
H -32.476 20.799 -37.031
H -31.215 19.714 -36.367
H -31.521 19.720 -38.082
C -29.111 28.606 -29.902
O -28.839 29.943 -30.382
C -27.530 30.265 -30.340
O -26.619 29.592 -30.779
O -27.384 31.421 -29.738
C -26.077 31.854 -29.409
H -29.701 28.084 -30.655
H -29.538 28.513 -28.907
H -28.183 28.039 -29.977
H -26.205 32.493 -28.535
H -25.540 32.439 -30.152
H -25.563 30.947 -29.090
C -29.652 21.440 -28.532
O -29.540 20.606 -29.686
C -29.900 21.023 -30.890
O -30.658 21.931 -31.142
O -29.196 20.330 -31.773
C -29.161 20.627 -33.135
H -29.671 22.490 -28.822
H -28.806 21.209 -27.889
H -30.604 21.196 -28.060
H -30.083 21.069 -33.507
H -28.900 19.740 -33.714
H -28.292 21.217 -33.435
```

Here are the Löwdin charges for atoms 1 to 99, given in e: C -0.50; O -0.09; O -0.19; C -0.51; F 0.10; F 0.10; F 0.08; C -0.29; C -0.08; H 0.08; H 0.06; H 0.06; H 0.10; H 0.11; H 0.11; C -0.01; O 0.01; C -0.61; O 0.10; O -0.02; C -0.03; H 0.09; H 0.08; H 0.09; H 0.10; H 0.10; H 0.10; C -0.01; O 0.01; C -0.60; O 0.10; O 0.00; C -0.06; H 0.09; H 0.08; H 0.10; H 0.07; H 0.10; H 0.09; C -0.03; O 0.00; C -0.61; O 0.10; O -0.01; C -0.04; H 0.09; H 0.10; H 0.10; H 0.10; H 0.08; H 0.10; C -0.03; O 0.00; C -0.55; O 0.13; O -0.02; C -0.05; H 0.10; H 0.10; H 0.07; H 0.08; H 0.09; H 0.07; C -0.05; O -0.02; C -0.65; O 0.11; O 0.01; C 0.02; H 0.09; H 0.10; H 0.10; H 0.09; H 0.10; H 0.08; C -0.07; O -0.01; C -0.59; O 0.16; O 0.00; C -0.02; H 0.09; H 0.09; H 0.09; H 0.08; H 0.08; H 0.09; C -0.02; O -0.01; C -0.58; O 0.11; O 0.00; C -0.04; H 0.07; H 0.10; H 0.10; H 0.09; H 0.09; H 0.09